Record 1
Below is a structure of composition C2N2S2, with properties calculated with ωB97M-V with the def2-TZVPD basis set.

Atoms and positions in Å:
C: -1.43 -0.05 -0.16
C: 0.24 -0.06 -0.19
N: -2.57 -0.12 -0.15
N: 1.11 0.06 0.89
S: 1.16 1.47 -0.18
S: 1.49 -1.30 -0.22

## Properties
- E_LUMO: -1.192 eV
- 2S+1: 1
- Highest occupied orbital energy: -9.983 eV

---

Record 2
Below is an isolated molecule of C3H2O2, with properties calculated with ωB97M-V with the def2-TZVPD basis set.

Atoms and positions in Å:
C: 0.53 -0.01 -0.34
C: 0.44 -1.52 -0.65
C: -0.43 0.86 0.39
O: 0.62 -2.38 -1.38
O: 0.79 0.54 0.96
H: -0.59 1.89 0.04
H: -1.36 0.62 0.98

## Properties
- E_LUMO (spin up / spin down): 0.476 / -1.865 eV
- 2S+1: 3
- Highest occupied orbital energy (spin up / spin down): -6.739 / -11.687 eV

---

Record 3
Below is an isolated molecule of C4H9NO, with properties calculated with ωB97M-V with the def2-TZVPD basis set.

Atoms and positions in Å:
C: -0.27 0.79 1.24
N: 0.28 -0.16 0.30
C: 1.72 -0.03 0.18
C: -0.44 -0.15 -0.95
C: -1.64 -1.14 -0.84
O: -2.62 -1.18 -1.56
H: -0.10 1.85 0.93
H: 0.19 0.65 2.22
H: -1.35 0.64 1.37
H: 2.19 -0.20 1.16
H: 2.11 -0.81 -0.49
H: 2.05 0.96 -0.21
H: 0.22 -0.54 -1.74
H: -0.70 0.89 -1.24
H: -1.44 -1.90 -0.04

## Properties
- SMILES: CN(C)CC=O
- E_LUMO: 0.949 eV
- 2S+1: 1
- Highest occupied orbital energy: -9.010 eV

---

Record 4
Below is a cluster of 2 separate species, C5H4INO in total, with properties calculated with ωB97M-V with the def2-TZVPD basis set.

Atoms and positions in Å:
C: -0.32 -1.33 -1.64
C: 0.91 -1.09 -1.02
C: -1.24 -0.45 -1.10
C: 0.67 0.01 -0.28
C: 1.14 1.46 2.43
N: -0.64 0.35 -0.17
O: 2.16 1.86 2.83
I: -0.70 2.49 2.91
H: -0.61 -2.15 -2.25
H: 1.86 -1.70 -1.00
H: -2.25 -0.34 -1.32
H: -0.99 0.89 0.61

## Properties
- E_LUMO (spin up / spin down): -2.224 / -0.764 eV
- 2S+1: 1
- Highest occupied orbital energy (spin up / spin down): -8.510 / -8.263 eV

---

Record 5
Below is a structure of composition C32H30AuF4N3O3, with properties calculated with ωB97M-V with the def2-TZVPD basis set.

Atoms and positions in Å:
Au: 0.28 0.66 -0.21
C: -2.00 1.17 -2.91
C: -2.69 0.72 -1.64
N: -2.09 1.18 -0.38
C: -2.83 0.62 0.77
C: -2.81 -0.89 0.88
C: -2.02 2.64 -0.22
C: -0.83 3.33 -0.86
N: 0.42 2.66 -0.52
C: 1.61 3.29 -0.66
C: 2.81 2.73 -0.16
F: 2.77 1.52 0.45
C: 4.03 3.34 -0.27
F: 5.10 2.71 0.24
C: 4.19 4.57 -0.87
C: 3.05 5.15 -1.38
F: 3.12 6.33 -2.00
C: 1.81 4.54 -1.29
F: 0.78 5.19 -1.90
H: -2.40 0.60 -3.75
H: -0.92 0.98 -2.86
H: -2.15 2.22 -3.12
H: -2.69 -0.37 -1.61
H: -3.75 1.04 -1.66
H: -3.87 0.99 0.73
H: -2.37 1.04 1.67
H: -3.35 -1.39 0.08
H: -3.30 -1.17 1.82
H: -1.79 -1.26 0.93
H: -1.99 2.83 0.85
H: -2.95 3.10 -0.61
H: -0.83 4.35 -0.47
H: -0.94 3.41 -1.94
H: 5.15 5.06 -0.93
O: -0.61 2.43 3.99
C: -0.69 1.30 4.71
C: -1.12 1.40 6.03
C: -1.22 0.27 6.82
C: -0.91 -0.98 6.31
C: -0.49 -1.09 5.00
C: -0.37 0.03 4.18
C: 0.07 -0.16 2.76
O: 0.24 -1.29 2.31
O: 0.18 0.94 2.07
H: -0.26 2.15 3.10
H: -1.36 2.38 6.41
H: -1.56 0.37 7.84
H: -0.99 -1.86 6.93
H: -0.23 -2.04 4.57
N: 0.33 -1.32 -0.49
C: 0.65 -2.27 -1.24
C: 0.84 -1.95 -2.69
C: 0.15 -2.67 -3.66
C: 0.26 -2.31 -4.99
C: 1.06 -1.24 -5.36
C: 1.76 -0.53 -4.40
C: 1.64 -0.88 -3.06
C: 0.80 -3.64 -0.70
C: 1.48 -4.62 -1.43
C: 1.65 -5.88 -0.89
C: 1.14 -6.17 0.37
C: 0.47 -5.19 1.10
C: 0.30 -3.93 0.57
H: -0.48 -3.50 -3.37
H: -0.28 -2.86 -5.75
H: 1.15 -0.96 -6.40
H: 2.39 0.30 -4.68
H: 2.20 -0.33 -2.30
H: 1.89 -4.38 -2.40
H: 2.18 -6.64 -1.44
H: 1.27 -7.16 0.79
H: 0.09 -5.42 2.08
H: -0.18 -3.15 1.14

## Properties
- E_LUMO (spin up / spin down): -0.371 / -2.101 eV
- 2S+1: 3
- Highest occupied orbital energy (spin up / spin down): -7.704 / -7.529 eV

---

Record 6
Below is a cluster of 2 separate species, C5H14 in total, with properties calculated with ωB97M-V with the def2-TZVPD basis set.

Atoms and positions in Å:
C: -1.47 1.53 1.10
C: -0.40 1.25 0.00
C: 1.03 1.15 0.50
H: -0.97 1.51 2.07
H: -2.34 0.88 1.08
H: -1.82 2.55 0.95
H: -0.78 0.40 -0.56
H: -0.47 2.11 -0.67
H: 1.32 2.08 0.98
H: 1.12 0.38 1.28
H: 1.70 0.78 -0.27
C: 0.05 -2.29 -0.24
C: 0.74 -1.47 -1.34
H: -0.06 -3.32 -0.59
H: 0.58 -2.21 0.70
H: -0.97 -1.94 -0.07
H: 0.25 -0.60 -1.74
H: 1.15 -2.15 -2.10
H: 1.76 -1.12 -1.10

## Properties
- SMILES: CCC.CC
- E_LUMO: 1.203 eV
- 2S+1: 1
- Highest occupied orbital energy: -11.184 eV

---

Taking the records one at a time from the top gives F_max values of 6.2; 5.9; 1.6; 3.0; 0.4; 2.4 eV/Å.
Taking the records one at a time from the top gives ΔE to the lowest compared entry with this formula, charge and spin values of 295.7; 170.8; 173.8; 320.0; 10.3; 73.1 kJ/mol.